The following is a quantum chemistry calculation of 2 unconnected molecules or ions with the total composition C13H23N2O3 at a distorted geometry, from OMol25.

Last columns: bonded neighbours and bond lengths (Å).
Geometry (Å):
1 C 1.0782 -2.5130 0.6628  C2 1.642, H15 1.158, H16 1.144, H17 1.144
2 C 0.4674 -1.2096 -0.1264  C1 1.642, C3 1.607, H18 1.145, H19 1.162
3 C 0.0372 -0.0447 0.8937  C2 1.607, C4 1.610, H20 1.149, H21 1.150
4 C 0.1673 1.4601 0.3354  C3 1.610, C5 1.635, N6 1.508, H22 1.162
5 C -1.1062 2.4071 0.7277  C4 1.635, H23 1.158, H24 1.143, H25 1.162
6 N 0.5123 1.5599 -1.1294  C4 1.508, C7 1.485, C10 1.463
7 C -0.4503 1.6480 -2.2563  N6 1.485, C8 1.563, H26 1.149
8 C 0.4191 1.7253 -3.5532  C7 1.563, N9 1.467, H27 1.140
9 N 1.8403 1.6971 -3.1908  C8 1.467, C10 1.460, H28 1.034
10 C 1.8437 1.6010 -1.7343  N6 1.463, N9 1.460, C11 1.602
11 C 3.1710 1.4925 -0.8440  C10 1.602, C12 1.604, H29 1.162, H30 1.152
12 C 4.1768 2.7343 -0.9807  C11 1.604, O13 1.267, O14 1.431
13 O 5.4100 2.4564 -1.0713  C12 1.267
14 O 3.8135 4.1181 -0.9710  C12 1.431, H31 0.999
15 H 2.1690 -2.6571 0.3028  C1 1.158
16 H 0.5047 -3.4561 0.3633  C1 1.144
17 H 1.1039 -2.3046 1.7873  C1 1.144
18 H 1.2675 -0.9223 -0.8935  C2 1.145
19 H -0.4750 -1.4943 -0.7439  C2 1.162
20 H 0.6689 -0.1242 1.8502  C3 1.149
21 H -1.0690 -0.2120 1.1613  C3 1.150
22 H 1.0591 1.9431 0.9027  C4 1.162
23 H -1.1805 2.3399 1.8815  C5 1.158
24 H -2.0704 2.0962 0.1989  C5 1.143
25 H -0.8339 3.5159 0.5122  C5 1.162
26 H -1.5980 1.6236 -2.2187  C7 1.149
27 H 0.0249 1.8010 -4.6198  C8 1.140
28 H 2.6814 1.7282 -3.7912  N9 1.034
29 H 3.7462 0.5415 -1.1815  C11 1.162
30 H 2.9694 1.3371 0.2794  C11 1.152
31 H 3.9089 4.3887 -0.0145  O14 0.999
32 C -4.2027 -1.8888 1.7525  C33 1.506, H36 1.093, H37 1.092, H38 1.092
33 C -2.9104 -2.6430 1.9187  C32 1.506, O34 1.220, C35 1.505
34 O -1.8856 -2.0767 2.2618  C33 1.220
35 C -2.9315 -4.1228 1.6452  C33 1.505, H39 1.092, H40 1.092, H41 1.093
36 H -4.0383 -0.8333 1.9827  C32 1.093
37 H -4.5515 -1.9719 0.7207  C32 1.092
38 H -4.9543 -2.2836 2.4391  C32 1.092
39 H -3.2239 -4.3052 0.6087  C35 1.092
40 H -3.6268 -4.6169 2.3271  C35 1.092
41 H -1.9323 -4.5349 1.8049  C35 1.093

The calculation puts the total energy at -843.9971 Ha. The value obtained for the energy above the lowest of the compared OMol25 structures with the same formula, charge and spin is 4.712 eV. Its net charge is +1.

The following is a quantum chemistry calculation of C2H3OPS in the gas phase at a distorted geometry, from OMol25.

Last columns: bonded neighbours and bond lengths (Å).
Geometry (Å):
1 C -0.4005 0.9066 0.1746  C2 1.319, O3 1.358, H6 1.043
2 C -0.5912 -0.1744 0.9052  C1 1.319, S5 1.790, H7 1.133
3 O 0.6563 0.9365 -0.6780  C1 1.358, P4 1.719
4 P 1.4386 -0.5765 -0.9079  O3 1.719, S5 2.116, H8 1.383
5 S 0.5054 -1.5753 0.7077  C2 1.790, P4 2.116
6 H -0.7912 1.8706 0.1039  C1 1.043
7 H -1.4760 -0.2662 1.6065  C2 1.133
8 H 0.6586 -1.1214 -1.9121  P4 1.383

As for the SMILES: C1=CSPO1. The calculation puts the total energy at -892.7621 Ha. The value obtained for the energy above the lowest of the compared OMol25 structures with the same formula, charge and spin is 0.042 eV.

The following is a quantum chemistry calculation of 2 unconnected molecules or ions with the total composition C3H8N2OS2 at a distorted geometry, from OMol25.

Last columns: bonded neighbours and bond lengths (Å).
Geometry (Å):
1 C 1.4384 -0.1062 1.8450  C3 1.318, S7 1.592
2 C -0.7490 -0.1493 2.9487  C3 1.429, H9 1.112, H10 1.105, H11 1.133
3 C 0.4036 0.4930 2.3989  C1 1.318, C2 1.429, H13 1.088
4 N -1.2999 0.1329 -3.5707  S8 1.507, H14 0.980
5 N 0.3853 -1.0394 -2.1167  S8 1.691, H15 1.023, H16 1.046
6 O 0.0197 1.4241 -1.7733  S8 1.712, H12 0.950
7 S 2.5550 -1.0182 1.1698  C1 1.592
8 S 0.1130 0.3228 -3.0805  N4 1.507, N5 1.691, O6 1.712
9 H -0.7580 -0.0294 4.0545  C2 1.112
10 H -0.9060 -1.2210 2.7288  C2 1.105
11 H -1.6294 0.4341 2.5393  C2 1.133
12 H 0.7935 1.7899 -1.3611  O6 0.950
13 H 0.4234 1.5789 2.4615  C3 1.088
14 H -1.6420 0.7797 -4.2225  N4 0.980
15 H -0.3128 -1.6784 -1.7282  N5 1.023
16 H 1.1653 -1.7135 -2.2937  N5 1.046

The calculation puts the total energy at -1100.0262 Ha. The value obtained for the energy above the lowest of the compared OMol25 structures with the same formula, charge and spin is 0.077 eV. The spin multiplicity is 3. The expectation value of S² is 2.0189.